Entry 1:
{
  "formula": "C14H9BBrCl52O3PSi2",
  "method": "wB97M-V/def2-TZVPD",
  "homo_lumo_gap_ev": 8.94,
  "lumo_ev": -0.6,
  "homo_energy_ev": -9.52,
  "species": ["C", "B", "O", "Si", "Br", "O", "Si", "P", "O", "H", "H", "H", "H", "H", "H", "H", "H", "H", "C", "Cl", "Cl", "Cl", "Cl", "C", "Cl", "Cl", "Cl", "Cl", "C", "Cl", "Cl", "Cl", "Cl", "C", "Cl", "Cl", "Cl", "Cl", "C", "Cl", "Cl", "Cl", "Cl", "C", "Cl", "Cl", "Cl", "Cl", "C", "Cl", "Cl", "Cl", "Cl", "C", "Cl", "Cl", "Cl", "Cl", "C", "Cl", "Cl", "Cl", "Cl", "C", "Cl", "Cl", "Cl", "Cl", "C", "Cl", "Cl", "Cl", "Cl", "C", "Cl", "Cl", "Cl", "Cl", "C", "Cl", "Cl", "Cl", "Cl"],
  "coordinates": [[7.001, -1.932, -1.707], [5.703, -2.655, -1.001], [5.175, -2.285, 0.263], [4.832, -4.119, -1.961], [5.573, -6.052, -0.942], [3.114, -4.167, -1.837], [2.346, -2.689, -2.273], [0.411, -2.644, -1.130], [-0.496, -1.489, -1.579], [7.943, -2.548, -1.560], [7.074, -0.900, -1.229], [6.810, -1.812, -2.824], [5.853, -1.863, 0.828], [5.339, -4.187, -3.332], [3.061, -1.483, -1.852], [1.994, -2.585, -3.694], [-0.187, -3.935, -1.342], [0.812, -2.487, 0.236], [5.099, -0.468, 3.570], [3.503, 0.146, 3.099], [5.550, 0.211, 5.145], [5.042, -2.241, 3.675], [6.302, 0.017, 2.354], [8.016, -2.730, 7.354], [7.177, -2.153, 8.807], [8.721, -4.327, 7.672], [6.859, -2.850, 6.013], [9.304, -1.589, 6.921], [4.554, -8.934, -3.557], [4.284, -7.318, -4.242], [6.291, -9.183, -3.294], [3.695, -9.074, -2.011], [3.945, -10.162, -4.685], [1.835, -5.337, 2.022], [3.601, -5.414, 1.896], [1.410, -4.652, 3.606], [1.202, -4.310, 0.674], [1.162, -6.977, 1.881], [-2.660, -4.528, 2.153], [-2.809, -5.702, 3.479], [-3.341, -2.969, 2.662], [-0.938, -4.320, 1.735], [-3.542, -5.124, 0.733], [-3.519, -0.002, -3.560], [-3.703, -1.150, -2.221], [-4.212, 1.564, -3.096], [-1.797, 0.201, -3.935], [-4.368, -0.624, -4.993], [-7.273, 3.651, -4.448], [-6.139, 4.274, -3.234], [-6.712, 2.072, -5.033], [-8.881, 3.474, -3.717], [-7.364, 4.788, -5.809], [-7.069, 7.682, -1.525], [-7.588, 6.508, -0.300], [-5.298, 7.803, -1.516], [-7.613, 7.142, -3.126], [-7.771, 9.271, -1.160], [3.824, -7.017, 6.292], [3.017, -7.019, 7.873], [4.942, -8.392, 6.197], [2.607, -7.151, 5.008], [4.730, -5.503, 6.094], [5.373, 1.587, -3.377], [6.188, 0.702, -4.683], [4.900, 0.448, -2.099], [6.478, 2.802, -2.706], [3.927, 2.390, -4.018], [-1.397, 9.055, -0.887], [-2.198, 8.230, 0.464], [-2.276, 10.547, -1.274], [0.272, 9.453, -0.432], [-1.386, 7.990, -2.307], [-11.867, 9.403, -1.963], [-13.507, 9.128, -2.585], [-11.394, 11.087, -2.268], [-11.837, 9.088, -0.216], [-10.733, 8.313, -2.783], [-9.396, 7.605, 3.323], [-9.953, 5.921, 3.371], [-9.910, 8.355, 1.799], [-10.094, 8.499, 4.688], [-7.624, 7.645, 3.433]],
  "atomic_forces_ev_per_a": [[-0.6, 0.0, 0.6], [0.6, 1.7, 1.4], [1.4, -0.8, -1.6], [-1.4, -1.8, 0.7], [-0.2, 0.9, -0.5], [1.4, 1.9, -1.1], [-0.1, -1.5, 0.6], [-2.3, 3.2, -1.8], [1.4, -1.6, 0.4], [-1.0, 0.8, -0.2], [0.4, -1.3, -0.7], [0.4, -0.1, 1.4], [-0.5, 0.2, -0.4], [-0.2, -0.1, -0.4], [0.3, 0.0, 0.1], [0.1, -0.1, -0.1], [0.3, 0.5, 0.4], [-0.7, 0.6, -1.0], [-0.2, 0.0, 0.2], [0.3, -0.1, 0.0], [-0.1, 0.0, -0.3], [-0.2, 0.3, -0.3], [0.0, 0.0, 0.1], [0.0, -0.1, 0.1], [0.1, -0.1, -0.2], [-0.1, 0.2, 0.0], [0.4, 0.0, 0.4], [-0.2, -0.1, 0.0], [0.0, 0.0, 0.1], [0.0, -0.2, 0.0], [-0.2, 0.0, 0.0], [0.1, 0.0, -0.2], [0.1, 0.2, 0.1], [0.5, -0.5, 0.1], [-0.4, 0.1, 0.0], [0.2, 0.3, -0.5], [4.0, -2.4, 1.8], [0.1, 0.2, 0.0], [-0.2, 0.1, 0.3], [0.0, 0.1, -0.2], [0.1, -0.2, -0.1], [-3.6, 0.0, 0.5], [0.2, 0.1, 0.2], [0.2, 0.0, 0.2], [0.0, 0.2, -0.2], [0.4, -0.3, 0.1], [-0.3, 0.0, 0.0], [0.0, 0.1, 0.1], [0.0, -0.2, 0.0], [0.0, -0.3, -0.1], [-0.4, 0.4, -0.1], [0.2, 0.1, -0.1], [0.0, -0.1, 0.2], [-0.1, 0.0, 0.0], [0.1, 0.1, -0.2], [-0.2, 0.0, 0.0], [0.0, 0.4, 0.2], [0.2, -0.2, 0.0], [0.0, -0.1, 0.0], [0.1, 0.0, -0.2], [-0.1, 0.2, 0.0], [0.4, -0.3, 0.4], [-0.1, -0.2, 0.0], [0.0, 0.1, -0.1], [-0.1, 0.1, 0.2], [-0.1, 0.4, -0.2], [-0.1, -0.2, -0.1], [0.2, -0.1, 0.1], [0.0, 0.0, 0.0], [0.1, 0.1, -0.2], [0.1, -0.2, 0.1], [-0.2, -0.1, -0.1], [0.0, 0.1, 0.2], [0.0, 0.0, -0.1], [0.2, 0.0, 0.1], [0.0, -0.2, 0.1], [-0.3, 0.2, -0.6], [-0.3, 0.2, 0.2], [0.0, 0.0, 0.0], [0.1, 0.2, 0.0], [0.3, -0.2, 0.6], [0.1, -0.1, -0.2], [-0.2, 0.0, 0.0]]
}

Entry 2:
{
  "formula": "C14H9N4O",
  "method": "wB97M-V/def2-TZVPD",
  "homo_lumo_gap_ev": 6.85,
  "lumo_ev": 3.0,
  "homo_energy_ev": -3.87,
  "total_charge": -1,
  "species": ["C", "C", "C", "N", "C", "N", "C", "C", "C", "C", "C", "C", "H", "H", "H", "H", "H", "H", "O", "C", "C", "N", "C", "C", "N", "H", "H", "H"],
  "coordinates": [[0.473, -0.193, 0.577], [1.592, 0.816, 0.594], [2.854, 0.408, 0.191], [3.920, 0.076, -0.191], [1.493, 2.191, 0.809], [1.523, 3.354, 0.970], [-0.986, 0.412, 0.625], [-1.293, 1.681, 0.128], [-2.563, 2.262, 0.330], [-3.558, 1.568, 1.007], [-3.292, 0.264, 1.439], [-2.026, -0.308, 1.245], [0.612, -0.854, 1.445], [-0.553, 2.289, -0.386], [-2.753, 3.287, 0.017], [-4.529, 2.023, 1.227], [-4.050, -0.309, 1.977], [-1.807, -1.311, 1.606], [2.484, -3.841, 0.511], [2.725, -2.769, -0.015], [1.784, -1.992, -0.881], [0.720, -1.094, -0.604], [0.281, -0.681, -1.836], [0.967, -1.403, -2.796], [1.855, -2.218, -2.165], [3.746, -2.356, -0.017], [-0.447, 0.092, -1.941], [0.830, -1.394, -3.866]],
  "atomic_forces_ev_per_a": [[0.1, -0.2, 0.3], [-0.3, 0.6, -0.1], [2.2, -0.6, -0.8], [-1.6, 0.5, 0.8], [0.1, 1.5, 0.4], [-0.3, -1.3, -0.1], [0.5, -0.5, -0.1], [-0.4, 0.5, 0.0], [0.4, -0.3, 0.2], [0.1, -0.4, 0.1], [0.4, -0.2, 0.0], [0.2, 0.4, 0.0], [-0.5, 0.0, -0.1], [0.0, -0.3, 0.2], [0.2, -0.2, -0.1], [0.4, -0.1, -0.2], [0.2, 0.2, -0.2], [-0.1, 0.2, 0.0], [-0.2, 1.2, -0.3], [0.3, -1.0, 0.5], [-2.2, 0.6, -0.3], [0.5, 0.1, -0.5], [0.5, -0.9, -1.0], [-0.9, 0.6, 1.2], [0.8, -0.3, -0.1], [-0.1, 0.0, 0.1], [-0.3, 0.2, 0.1], [0.1, 0.0, 0.1]]
}

Entry 3:
{
  "formula": "C15H10BCl5N6Pd",
  "method": "wB97M-V/def2-TZVPD",
  "homo_lumo_gap_ev": 3.58,
  "e_above_lowest_kcal_mol": 2.0,
  "lumo_ev": 4.7,
  "homo_energy_ev": 1.07,
  "total_charge": -2,
  "species": ["Pd", "C", "C", "N", "N", "C", "B", "N", "C", "C", "C", "N", "N", "C", "C", "C", "N", "H", "H", "H", "H", "H", "H", "H", "H", "H", "H", "Cl", "C", "C", "C", "Cl", "C", "Cl", "C", "Cl", "C", "Cl"],
  "coordinates": [[-0.670, -0.522, -0.847], [3.499, 0.729, 0.583], [2.620, 0.310, -0.437], [1.493, -0.165, 0.071], [1.611, -0.063, 1.410], [2.806, 0.466, 1.747], [0.491, -0.531, 2.373], [-0.695, 0.459, 2.401], [-1.092, 1.212, 3.453], [-2.200, 1.934, 3.059], [-2.403, 1.536, 1.720], [-1.495, 0.652, 1.339], [0.019, -1.955, 1.983], [0.178, -3.071, 2.727], [-0.361, -4.131, 2.030], [-0.837, -3.544, 0.839], [-0.602, -2.241, 0.818], [4.482, 1.162, 0.485], [2.753, 0.327, -1.508], [3.076, 0.616, 2.780], [0.952, -0.574, 3.495], [-0.558, 1.183, 4.390], [-2.772, 2.636, 3.646], [-3.156, 1.861, 1.018], [0.661, -3.028, 3.691], [-0.413, -5.164, 2.335], [-1.325, -4.010, -0.002], [-0.034, -1.901, -3.513], [-0.397, -0.194, -3.726], [-1.084, 0.456, -2.673], [-1.303, 1.810, -2.934], [-2.213, 2.742, -1.737], [-0.871, 2.481, -4.072], [-1.165, 4.195, -4.290], [-0.198, 1.788, -5.075], [0.340, 2.597, -6.521], [0.027, 0.419, -4.893], [0.833, -0.479, -6.163]],
  "atomic_forces_ev_per_a": [[-0.6, 0.5, -0.7], [0.0, 0.0, -0.1], [0.0, 0.0, 0.1], [0.2, 0.1, 0.3], [0.0, -0.1, 0.0], [-0.1, 0.0, -0.1], [-0.1, 0.0, -0.2], [0.0, -0.1, 0.2], [0.0, 0.0, -0.1], [0.0, 0.0, -0.1], [0.0, 0.1, 0.1], [0.0, 0.2, 0.4], [0.0, 0.0, 0.1], [-0.1, 0.0, -0.1], [0.0, 0.0, -0.1], [0.1, 0.0, 0.0], [0.1, 0.0, 0.3], [0.0, 0.0, 0.0], [0.0, 0.0, 0.0], [0.0, 0.0, 0.0], [0.0, 0.0, 0.0], [0.0, 0.0, 0.0], [0.0, 0.0, 0.0], [0.0, 0.0, 0.0], [0.0, 0.0, 0.0], [0.0, 0.0, 0.0], [0.0, 0.1, 0.0], [0.0, -0.2, -0.4], [-0.2, 0.2, 0.0], [0.9, -0.8, 0.5], [-0.2, 0.0, 0.0], [0.0, 0.0, 0.0], [-0.1, 0.0, 0.0], [0.0, 0.0, 0.0], [0.0, 0.0, 0.0], [0.0, 0.0, 0.1], [0.0, -0.1, 0.0], [0.0, 0.1, 0.0]]
}

Entry 4:
{
  "formula": "C15H10BiClN2O2S4",
  "method": "wB97M-V/def2-TZVPD",
  "homo_lumo_gap_ev": 6.62,
  "lumo_ev": 4.5,
  "homo_energy_ev": -2.11,
  "total_charge": -2,
  "species": ["Bi", "O", "S", "O", "N", "C", "S", "C", "C", "C", "C", "C", "C", "H", "H", "H", "H", "Cl", "C", "C", "C", "C", "C", "C", "C", "H", "H", "H", "H", "H", "H", "S", "C", "N", "S"],
  "coordinates": [[8.926, 6.149, 9.071], [14.912, 4.270, 5.986], [15.099, 4.447, 7.423], [15.997, 3.513, 8.107], [13.695, 4.681, 8.204], [13.653, 5.966, 8.605], [12.394, 6.794, 9.382], [14.936, 6.757, 8.398], [15.151, 8.052, 8.669], [16.379, 8.576, 8.213], [17.289, 7.808, 7.490], [17.024, 6.472, 7.167], [15.794, 6.012, 7.618], [14.384, 8.587, 9.219], [16.642, 9.591, 8.504], [18.256, 8.243, 7.239], [17.681, 5.781, 6.612], [6.046, 4.850, 6.382], [6.237, 6.525, 5.974], [6.083, 6.968, 4.655], [6.257, 8.332, 4.392], [6.574, 9.201, 5.405], [6.712, 8.766, 6.687], [6.515, 7.418, 7.064], [6.794, 6.991, 8.430], [5.724, 6.289, 3.900], [6.100, 8.681, 3.381], [6.636, 10.292, 5.250], [6.913, 9.424, 7.543], [6.221, 6.173, 8.863], [6.569, 7.818, 9.110], [8.818, 11.120, 9.150], [9.157, 9.477, 9.464], [9.413, 8.365, 9.669], [8.220, 5.270, 11.111]],
  "atomic_forces_ev_per_a": [[0.0, 0.2, -0.4], [-0.1, -0.4, 0.8], [0.8, -1.2, -0.7], [-1.0, 0.2, -0.6], [0.3, 1.3, 0.0], [-0.5, -0.1, 1.1], [0.4, -0.7, -0.4], [-1.4, -2.1, -1.5], [1.3, 1.6, 0.1], [-0.5, 0.1, 0.6], [0.5, -0.2, 0.1], [-0.6, -0.2, 0.1], [1.0, 0.7, 0.4], [0.2, 0.2, 0.0], [0.0, -0.1, -0.3], [-0.2, 0.0, -0.1], [-0.2, 0.7, 0.3], [-0.1, -0.3, -0.2], [0.1, 1.2, 0.7], [-0.1, 0.4, 1.1], [-0.3, -0.9, -0.7], [-0.1, 1.6, -0.1], [-0.3, -0.9, 2.0], [0.7, -0.7, -1.8], [-0.6, 0.2, 1.0], [0.2, -0.2, -0.2], [0.0, 0.1, -0.1], [0.1, -0.7, -0.2], [0.1, 0.1, -0.7], [-0.2, -0.3, -0.6], [0.5, 0.1, 0.0], [0.3, -1.9, 0.4], [-0.4, 2.5, -0.5], [0.0, -0.5, 0.1], [-0.2, -0.1, 0.2]]
}